# 1
The following is a quantum chemistry calculation of a cluster of 15 separate species, C69H164N9O25 in total, from the OMol25 dataset.

Output
maximum force	7.7	eV/Å
Kohn-Sham gap (spin up / spin down)	6.50 / 2.29	eV
spin multiplicity	2
charge	+4
molar mass	1520.11	g/mol

Cartesian coordinates (Å):
C1 -0.7189 -4.1888 -6.8653
N1 0.0569 -4.1054 -5.5042
C2 -0.7673 -3.1446 -4.5601
C3 0.0820 -5.5305 -4.9700
C4 1.4789 -3.4770 -5.6436
C5 2.4915 -4.2439 -6.6369
O1 2.8286 -5.5279 -6.1192
H1 -0.6208 -3.2323 -7.3788
H2 -1.7768 -4.0993 -6.6183
H3 -0.3846 -5.1063 -7.3495
H4 -1.6987 -3.6996 -4.4476
H5 -0.9688 -2.1925 -5.0511
H6 -0.3117 -2.9591 -3.5875
H7 -0.8941 -5.7032 -4.5167
H8 0.7949 -5.5609 -4.1460
H9 0.4443 -6.2918 -5.6608
H10 1.9195 -3.2557 -4.6715
H11 1.2181 -2.4748 -5.9837
H12 3.4052 -3.6506 -6.6732
H13 2.0154 -4.4504 -7.5954
H14 3.0158 -6.1520 -6.8242
C6 3.9830 5.0790 7.0078
N2 2.9047 4.6395 5.9521
C7 2.0259 5.8879 5.8103
C8 3.5354 4.2084 4.6782
C9 2.0335 3.3774 6.5188
C10 0.5734 3.1800 5.9424
O2 0.6151 2.9984 4.5437
H15 4.2995 6.0643 6.6655
H16 4.6801 4.2441 7.0789
H17 3.4918 5.0931 7.9807
H18 1.6258 6.0649 6.8086
H19 1.2332 5.6963 5.0871
H20 2.6942 6.6625 5.4340
H21 4.1423 5.0599 4.3706
H22 2.7907 4.1055 3.8889
H23 4.2166 3.3808 4.8761
H24 1.8761 3.5870 7.5768
H25 2.6761 2.4985 6.4675
H26 -0.0266 4.0713 6.1259
H27 0.0970 2.2826 6.3371
H28 0.7633 2.0707 4.3466
C11 -3.0558 4.1629 6.1513
N3 -3.5439 4.8704 4.8310
C12 -4.2434 6.2033 5.3221
C13 -2.3202 5.2540 3.9461
C14 -4.6202 4.0450 4.0403
C15 -3.9401 2.8908 3.1256
O3 -3.5335 1.8095 3.9845
H29 -3.9634 3.9066 6.6978
H30 -2.4398 4.8706 6.7060
H31 -2.5818 3.2036 5.9436
H32 -5.0950 6.0246 5.9786
H33 -4.7169 6.7566 4.5110
H34 -3.5528 6.8173 5.9002
H35 -1.6380 5.7893 4.6065
H36 -2.5621 5.9406 3.1348
H37 -1.7281 4.4241 3.5604
H38 -4.9887 4.8120 3.3592
H39 -5.3029 3.6006 4.7646
H40 -3.1164 3.2167 2.4905
H41 -4.6743 2.3883 2.4958
H42 -3.7410 0.9813 3.5456
C16 -1.4770 -2.2039 5.3277
C17 -0.7093 -3.4292 5.9066
C18 0.3065 -3.0591 7.0805
N4 1.0815 -4.2592 7.6604
C19 0.1385 -5.2912 8.2108
C20 2.1074 -4.9023 6.6505
C21 3.2677 -5.4711 7.4744
C22 3.2409 -4.7546 8.7797
C23 2.0820 -3.8148 8.7514
H43 -0.8495 -1.4375 4.8728
H44 -2.0409 -1.8346 6.1842
H45 -2.2428 -2.6984 4.7301
H46 -0.2351 -3.9493 5.0743
H47 -1.5328 -4.0750 6.2114
H48 -0.3081 -2.6675 7.8911
H49 1.0184 -2.3652 6.6334
H50 0.7205 -6.1261 8.6013
H51 -0.3930 -5.6034 7.3119
H52 -0.5297 -4.8646 8.9589
H53 1.5237 -5.6696 6.1421
H54 2.4449 -4.1619 5.9252
H55 3.1177 -6.5045 7.7868
H56 4.1781 -5.3939 6.8800
H57 3.0104 -5.5087 9.5322
H58 4.1162 -4.1587 9.0387
H59 1.4020 -3.7439 9.6004
H60 2.4470 -2.8156 8.5139
C24 -5.2449 2.4192 -4.4988
C25 -6.5365 1.7881 -3.9982
C26 -6.2670 0.6047 -3.0135
N5 -7.6157 -0.0713 -2.5391
C27 -8.7413 0.9040 -2.0565
C28 -7.3224 -1.0914 -1.4160
C29 -8.4253 -2.0581 -1.5079
C30 -8.8781 -2.1014 -2.9051
C31 -8.1554 -0.9919 -3.6493
H61 -5.3643 2.9407 -5.4485
H62 -4.4514 1.6986 -4.6969
H63 -4.6687 3.0521 -3.8238
H64 -7.0786 1.4111 -4.8654
H65 -7.1728 2.5980 -3.6415
H66 -5.9224 1.0086 -2.0616
H67 -5.6073 -0.2180 -3.2890
H68 -9.2149 1.2830 -2.9621
H69 -8.1681 1.6760 -1.5430
H70 -9.3657 0.4944 -1.2625
H71 -7.2036 -0.4903 -0.5145
H72 -6.3479 -1.4904 -1.6975
H73 -9.3755 -1.7599 -1.0648
H74 -8.3548 -3.0042 -0.9713
H75 -9.9449 -2.0196 -3.1134
H76 -8.6652 -3.1146 -3.2459
H77 -8.7155 -0.3319 -4.3118
H78 -7.3655 -1.4696 -4.2289
C32 -0.9458 0.1210 1.7669
C33 0.3009 0.3359 0.9307
N6 0.5593 1.8062 0.4090
C34 0.8552 2.7469 1.6207
C35 1.8260 1.8489 -0.5475
C36 3.1883 1.8621 0.1517
C37 -0.7256 2.4894 -0.2780
C38 -1.4494 1.6564 -1.3666
O4 -0.5763 0.9471 -2.2313
C39 -1.3039 -0.0422 -3.0196
H79 -0.8395 0.0692 2.8505
H80 -1.3509 -0.8893 1.7103
H81 -1.7875 0.7472 1.4712
H82 0.4304 -0.3181 0.0684
H83 1.1851 0.2119 1.5560
H84 1.0426 3.7421 1.2176
H85 1.7030 2.3029 2.1426
H86 -0.0451 2.9677 2.1941
H87 1.6909 2.6322 -1.2934
H88 1.7413 0.9532 -1.1627
H89 3.5706 2.8210 0.5017
H90 3.9141 1.6118 -0.6220
H91 3.2884 1.0663 0.8898
H92 -0.4286 3.4013 -0.7959
H93 -1.4604 2.7690 0.4770
H94 -1.9713 2.2180 -2.1414
H95 -2.2221 0.9912 -0.9812
H96 -1.8483 -0.8297 -2.4984
H97 -0.6677 -0.5496 -3.7449
H98 -2.0430 0.4355 -3.6628
C40 -1.9501 -3.0472 -0.2129
C41 -1.9995 -4.5501 -0.5917
N7 -3.3091 -5.3349 0.0830
C42 -3.0661 -6.8707 -0.1037
C43 -3.5236 -5.0104 1.6169
C44 -2.2438 -5.1807 2.5349
C45 -4.6018 -4.8873 -0.6668
C46 -5.9205 -5.3864 -0.1338
O5 -6.0074 -6.7603 0.0690
C47 -7.2919 -7.3187 0.0649
H99 -1.0170 -2.5723 -0.5162
H100 -2.1258 -2.9408 0.8576
H101 -2.7587 -2.3667 -0.4796
H102 -1.1700 -5.1648 -0.2422
H103 -2.1926 -4.6450 -1.6603
H104 -2.0028 -6.9735 0.1131
H105 -3.4028 -7.0046 -1.1317
H106 -3.5631 -7.4967 0.6374
H107 -4.4210 -5.5362 1.9429
H108 -3.7824 -3.9516 1.6154
H109 -2.0378 -6.2511 2.5441
H110 -2.4732 -4.8127 3.5350
H111 -1.3442 -4.7279 2.1182
H112 -4.4484 -5.3095 -1.6599
H113 -4.5764 -3.8029 -0.7743
H114 -6.6461 -5.2411 -0.9342
H115 -6.4810 -4.8710 0.6462
H116 -8.0875 -6.7556 0.5529
H117 -7.3312 -8.2456 0.6371
H118 -7.5795 -7.6380 -0.9368
C48 7.8816 0.5836 -3.9261
C49 7.6148 1.3148 -2.6585
N8 8.2460 0.6379 -1.3823
C50 7.6276 -0.7473 -1.1059
C51 9.7879 0.4207 -1.6705
C52 10.6357 1.6535 -2.2558
C53 8.1582 1.6115 -0.2621
C54 6.7725 1.5709 0.4336
O6 6.8914 1.0356 1.7401
C55 5.9065 1.4407 2.7779
H119 7.3840 -0.3808 -4.0281
H120 8.8559 0.6291 -4.4126
H121 7.4164 1.1527 -4.7310
H122 6.5493 1.3420 -2.4303
H123 7.9067 2.3647 -2.6838
H124 6.5403 -0.6990 -1.1655
H125 7.7438 -1.0950 -0.0794
H126 8.0290 -1.4213 -1.8627
H127 9.9435 -0.3747 -2.3994
H128 10.2375 0.0184 -0.7627
H129 10.0473 2.2287 -2.9707
H130 11.4858 1.2475 -2.8041
H131 11.0488 2.3166 -1.4957
H132 8.3578 2.6481 -0.5335
H133 8.8357 1.2870 0.5276
H134 5.9924 1.0220 -0.0938
H135 6.5469 2.6319 0.5416
H136 5.0153 0.8372 2.6058
H137 5.7227 2.5140 2.8254
H138 6.3694 1.1911 3.7327
C56 3.0869 0.5824 -4.7617
C57 3.3600 2.1057 -4.4869
N9 3.4490 2.9781 -5.7436
C58 4.7596 2.5895 -6.4644
C59 2.2417 2.8873 -6.8080
C60 2.1689 4.0632 -7.8053
C61 3.6973 4.4270 -5.2334
C62 2.6934 5.1849 -4.3569
O7 1.3485 4.9283 -4.7268
C63 0.4928 4.7255 -3.6668
H139 2.0299 0.4716 -5.0040
H140 3.4556 0.0716 -3.8722
H141 3.5700 0.3101 -5.7001
H142 4.2845 2.3237 -3.9522
H143 2.4830 2.4404 -3.9327
H144 4.9585 3.1657 -7.3681
H145 4.8190 1.5248 -6.6898
H146 5.6643 2.8221 -5.9028
H147 1.2584 2.8864 -6.3378
H148 2.3087 1.8878 -7.2378
H149 1.7868 4.9842 -7.3650
H150 1.4038 3.8992 -8.5641
H151 3.1305 4.3517 -8.2298
H152 4.0810 5.0077 -6.0723
H153 4.5622 4.1443 -4.6333
H154 2.8137 6.2207 -4.6742
H155 2.9381 5.2356 -3.2960
H156 0.9187 4.0276 -2.9459
H157 -0.5088 4.4245 -3.9738
H158 0.3284 5.7388 -3.3005
O8 -4.8454 -1.4500 0.4496
C64 -4.6162 -0.2196 0.9345
O9 -4.6181 0.7604 0.1381
O10 -4.5836 -0.0169 2.1986
H159 -4.5213 -1.2371 -0.4286
O11 -1.7983 0.1082 -6.1749
C65 -0.8490 0.2567 -7.0513
O12 0.0472 -0.5581 -7.3077
O13 -1.0028 1.3182 -7.6119
H160 -2.1290 0.9126 -6.5812
O14 -3.9693 -3.0735 -5.1269
C66 -4.5047 -3.1431 -3.8919
O15 -3.9234 -2.4403 -3.0502
O16 -5.5049 -3.8169 -3.6316
H161 -3.2971 -2.3928 -5.0465
O17 -1.9182 7.2795 -0.1125
C67 -1.5367 6.0737 -0.3231
O18 -1.2568 5.3771 0.7191
O19 -1.5511 5.5129 -1.4337
H162 -1.8108 7.1501 0.8326
O20 3.8865 -1.3694 1.4651
C68 4.4161 -1.8123 0.3088
O21 4.0477 -1.3172 -0.8037
O22 5.3216 -2.6001 0.4997
H163 4.3057 -1.8021 2.2126
O23 3.3645 -0.5309 4.1706
C69 2.3579 -0.0410 4.7146
O24 1.4376 0.5203 4.0264
O25 2.3366 -0.0252 5.9511
H164 3.1115 -0.3632 3.2598

# 2
The following is a quantum chemistry calculation of a cluster of 2 separate species, C6H15O in total, from the OMol25 dataset.

Output
maximum force	1.2	eV/Å
Kohn-Sham gap	7.11	eV
relative energy (zero: lowest compared OMol25 entry of this formula, charge and spin)	0.078	eV
charge	-1
molar mass	103.18	g/mol

Cartesian coordinates (Å):
C1 -0.4798 -0.1973 -2.1030
C2 0.4635 -1.2570 -1.5555
C3 1.7227 -0.5934 -0.9617
C4 -0.2414 -2.0932 -0.4726
H1 -1.3827 -0.6445 -2.5628
H2 -0.8084 0.4339 -1.2433
H3 -0.0042 0.4495 -2.8659
H4 0.7518 -1.9751 -2.3879
H5 2.4426 -1.3416 -0.5806
H6 1.3720 0.0251 -0.1173
H7 2.2336 0.0531 -1.6839
H8 -1.1506 -2.5610 -0.8718
H9 0.3966 -2.8759 -0.0987
H10 -0.5229 -1.3832 0.3354
C5 -0.0780 1.6671 1.4802
O1 -0.3739 0.6002 0.6995
C6 -0.9719 1.7281 2.7117
H11 -0.1893 2.6508 0.9601
H12 0.9951 1.6814 1.8411
H13 -0.7384 2.5617 3.4278
H14 -0.8843 0.7606 3.2641
H15 -2.0101 1.8382 2.3927

# 3
The following is a quantum chemistry calculation of a structure of composition C6H23B2NO2Sn, from the OMol25 dataset.

Output
maximum force	3.1	eV/Å
Kohn-Sham gap	6.68	eV
relative energy (zero: lowest compared OMol25 entry of this formula, charge and spin)	0.000	eV
molar mass	281.59	g/mol

Cartesian coordinates (Å):
Sn1 0.9210 -0.9932 -0.1002
B1 3.5166 0.7509 -0.0604
H1 4.6202 0.3523 -0.0537
H2 2.9581 0.3366 0.9381
H3 3.4922 1.9287 -0.0917
H4 2.9913 0.2722 -1.0193
B2 3.1314 -2.6669 -1.6852
H5 2.5129 -3.2162 -2.5262
H6 2.6398 -2.8601 -0.5851
H7 4.2721 -2.9450 -1.6690
H8 3.0853 -1.4945 -1.8406
C1 0.7439 2.4727 -1.7321
O1 0.1109 1.7284 -0.6790
C2 -0.5643 2.4716 0.2992
C3 -1.6065 1.6427 1.0477
N1 -0.9914 0.5310 1.7732
C4 -1.8498 -0.5163 2.3109
C5 -2.7040 -1.1927 1.2765
O2 -1.9348 -1.8602 0.2865
C6 -2.7185 -2.3459 -0.7759
H9 0.9889 1.8481 -2.5860
H10 1.5914 3.0107 -1.3143
H11 -0.0384 3.1370 -2.1159
H12 -1.0660 3.3631 -0.0901
H13 0.1219 2.8459 1.0713
H14 -2.3780 1.2699 0.3740
H15 -2.0872 2.3399 1.7472
H16 -0.4412 0.9703 2.5017
H17 -2.5015 0.0282 3.0106
H18 -1.2464 -1.2039 2.9015
H19 -3.4934 -0.5533 0.8703
H20 -3.2524 -2.0087 1.7661
H21 -2.1812 -3.0930 -1.3569
H22 -2.9970 -1.5071 -1.4222
H23 -3.6456 -2.8434 -0.4709

# 4
The following is a quantum chemistry calculation of a structure of composition C38H96INO9Si2, from the OMol25 dataset.

Output
maximum force	1.7	eV/Å
Kohn-Sham gap	9.66	eV
relative energy (zero: lowest compared OMol25 entry of this formula, charge and spin)	0.000	eV
molar mass	894.26	g/mol

Cartesian coordinates (Å):
C1 6.0079 -1.4742 3.6783
C2 6.2822 -0.9405 2.2646
C3 5.6884 -1.9152 1.2481
C4 5.8092 -1.4068 -0.1928
C5 4.8541 -0.2611 -0.4976
C6 3.4183 -0.7613 -0.7251
C7 2.4054 0.3963 -0.5835
C8 1.3468 0.4501 -1.7036
C9 0.0159 -0.1698 -1.2630
C10 -1.2271 0.4253 -1.9552
C11 -2.3112 0.6681 -0.9088
C12 -3.7082 0.9644 -1.4960
Si1 -5.0426 -0.2072 -0.9304
O1 -6.4626 0.2414 -1.7458
Si2 -7.7258 -0.8188 -1.8057
N1 -8.7853 -0.2342 -3.0803
C13 -8.7621 -0.8401 -0.2419
C14 -9.1393 0.5608 0.2471
C15 -10.3563 0.5421 1.1990
C16 -11.5875 1.0747 0.4664
C17 -10.0748 1.2941 2.4832
O2 -7.2297 -2.3815 -2.1908
C18 -8.3001 -3.2111 -2.6298
C19 -8.0459 -4.7053 -2.3468
C20 -6.5978 -5.0750 -2.0802
C21 -6.1129 -4.7270 -0.6660
C22 -5.4315 -0.1585 0.9338
I1 -4.2348 1.2296 2.0518
C23 -5.3415 -1.5817 1.4965
C24 -5.9649 -1.6856 2.8924
H1 5.0210 -1.1703 4.0126
H2 6.1087 -2.5533 3.6870
H3 6.7354 -1.0829 4.3855
H4 5.7977 0.0248 2.1869
H5 7.3520 -0.8557 2.1281
H6 4.6510 -2.1038 1.5204
H7 6.2622 -2.8352 1.3368
H8 6.8502 -1.1250 -0.3374
H9 5.5717 -2.2392 -0.8536
H10 5.1417 0.2914 -1.3896
H11 4.8116 0.3890 0.3691
H12 3.3433 -1.2643 -1.6865
H13 3.2354 -1.5106 0.0412
H14 2.9679 1.3240 -0.5349
H15 1.9144 0.2635 0.3746
H16 1.2149 1.4747 -2.0335
H17 1.7589 -0.1388 -2.5172
H18 -0.0924 0.0407 -0.2024
H19 0.0529 -1.2507 -1.3699
H20 -1.5597 -0.1830 -2.7841
H21 -0.9183 1.3957 -2.3377
H22 -2.0101 1.5457 -0.3441
H23 -2.3231 -0.1349 -0.1738
H24 -4.0371 1.9839 -1.3150
H25 -3.6461 0.8622 -2.5787
H26 -4.7205 -1.5842 -1.3529
H27 -9.7346 -0.4961 -2.8314
H28 -8.5570 -0.6325 -3.9845
H29 -8.1581 -1.3475 0.5141
H30 -9.6360 -1.4727 -0.3649
H31 -8.3201 1.0317 0.7854
H32 -9.3398 1.1829 -0.6231
H33 -10.5470 -0.4971 1.4623
H34 -11.6241 0.5947 -0.5079
H35 -12.4880 0.7912 1.0051
H36 -11.5365 2.1513 0.3557
H37 -9.4499 0.7199 3.1614
H38 -10.9997 1.5163 3.0099
H39 -9.5939 2.2521 2.3033
H40 -8.4472 -3.0934 -3.7020
H41 -9.2470 -2.9355 -2.1642
H42 -8.4195 -5.2608 -3.2020
H43 -8.6712 -5.0105 -1.5110
H44 -5.9595 -4.6481 -2.8452
H45 -6.5212 -6.1516 -2.2095
H46 -5.6856 -5.5880 -0.1715
H47 -5.3664 -3.9432 -0.7184
H48 -6.9511 -4.3487 -0.0904
H49 -6.4546 0.1808 1.0319
H50 -5.9083 -2.1871 0.7962
H51 -4.3092 -1.9182 1.4780
H52 -6.3620 -2.6856 3.0351
H53 -5.2109 -1.4500 3.6355
H54 -6.7727 -0.9684 3.0003
C25 -1.2136 0.9855 5.4957
C26 -0.5295 -0.1161 4.7075
O3 -1.3956 -1.2316 4.5201
H55 -1.5355 0.6129 6.4686
H56 -0.5462 1.8353 5.6482
H57 -2.1056 1.3300 4.9681
H58 0.3473 -0.4811 5.2403
H59 -0.2043 0.2552 3.7293
H60 -2.1646 -0.9149 4.0326
C27 9.2422 -5.6717 1.1844
C28 8.7905 -4.9911 2.4634
O4 7.4936 -4.4163 2.3205
H61 9.2527 -4.9590 0.3590
H62 10.2417 -6.0945 1.2962
H63 8.5551 -6.4762 0.9118
H64 9.4660 -4.1773 2.7227
H65 8.7795 -5.7047 3.2939
H66 6.8786 -5.1269 2.1039
C29 -1.8383 0.7280 -7.0930
C30 -1.8201 0.8234 -5.5787
O5 -0.8258 -0.0246 -5.0107
H67 -2.0220 -0.3002 -7.4060
H68 -2.6131 1.3682 -7.5175
H69 -0.8743 1.0288 -7.5101
H70 -2.7764 0.5056 -5.1648
H71 -1.6366 1.8560 -5.2619
H72 0.0307 0.2519 -5.3561
C31 -14.5357 3.1074 -2.6782
C32 -13.9501 3.9082 -1.5298
O6 -12.5502 3.6808 -1.3939
H73 -14.3563 2.0423 -2.5274
H74 -15.6104 3.2736 -2.7657
H75 -14.0645 3.3869 -3.6235
H76 -14.4080 3.6140 -0.5866
H77 -14.1297 4.9783 -1.6785
H78 -12.1262 3.9479 -2.2174
C33 10.5199 1.6085 4.3606
C34 9.6776 0.7954 3.3948
O7 8.3742 1.3460 3.2554
H79 10.0415 1.6483 5.3399
H80 11.5169 1.1777 4.4742
H81 10.6236 2.6365 4.0054
H82 9.5582 -0.2248 3.7604
H83 10.1535 0.7555 2.4096
H84 8.4734 2.2445 2.9187
C35 13.1704 3.3570 0.3165
C36 12.2013 2.5374 1.1479
O8 10.8469 2.9037 0.8859
H85 13.0428 4.4202 0.5160
H86 14.2035 3.0813 0.5346
H87 12.9907 3.2072 -0.7499
H88 12.3709 2.7047 2.2105
H89 12.3304 1.4681 0.9452
H90 10.6782 2.7486 -0.0503
C37 17.1377 5.7521 -2.1941
C38 16.1275 4.9534 -1.3915
O9 14.7902 5.3387 -1.6983
H91 17.0177 6.8183 -2.0007
H92 18.1585 5.4619 -1.9410
H93 16.9897 5.5961 -3.2654
H94 16.2654 5.1252 -0.3251
H95 16.2474 3.8815 -1.5842
H96 14.6475 5.1813 -2.6385

# 5
The following is a quantum chemistry calculation of a cluster of 2 separate species, C4H4NO in total, from the OMol25 dataset.

Output
maximum force	4.2	eV/Å
Kohn-Sham gap	9.56	eV
relative energy (zero: lowest compared OMol25 entry of this formula, charge and spin)	0.718	eV
charge	+1
molar mass	82.08	g/mol

Cartesian coordinates (Å):
C1 0.3875 -0.5001 -0.0347
C2 -2.8349 0.8743 -1.3481
C3 -0.8211 -0.8431 -0.4243
C4 2.4083 0.2314 1.1698
N1 1.4394 -0.2304 0.5162
O1 -3.7774 1.4750 -1.5321
H1 -1.5089 -0.1314 -0.1693
H2 -0.9369 -1.7037 -1.0552
H3 2.3076 1.1909 1.7344
H4 3.3364 -0.3628 1.1433

What are the energy values for these records? In order: -138764.960, -8512.459, -19357.443, -84739.936, -7739.726 eV.